1.
{
  "formula": "C30H53Cl2CoNP2",
  "method": "wB97M-V/def2-TZVPD",
  "elements": ["Co", "Cl", "P", "C", "C", "C", "C", "H", "C", "H", "H", "H", "H", "H", "H", "H", "C", "C", "H", "H", "H", "H", "H", "H", "C", "H", "C", "H", "H", "H", "H", "H", "H", "Cl", "H", "P", "C", "C", "C", "C", "H", "C", "H", "H", "H", "H", "H", "H", "H", "C", "C", "H", "H", "H", "H", "H", "H", "C", "H", "C", "H", "H", "H", "H", "H", "H", "C", "C", "C", "C", "C", "C", "N", "C", "C", "C", "C", "C", "C", "H", "H", "H", "H", "H", "H", "H", "H", "H", "H"],
  "positions_angstrom": [[0.05, -0.05, 0.04], [1.95, -0.82, -0.68], [1.30, 1.21, 1.57], [2.81, 2.05, 0.88], [0.50, 2.54, 2.61], [2.11, -0.01, 2.75], [2.59, 2.60, -0.54], [3.52, 1.21, 0.81], [3.42, 3.13, 1.78], [2.87, 4.08, 1.68], [4.45, 3.31, 1.43], [3.48, 2.86, 2.83], [2.64, 1.80, -1.28], [3.38, 3.33, -0.78], [1.62, 3.10, -0.64], [2.68, -0.62, 2.02], [1.10, -0.92, 3.42], [3.03, 0.54, 3.83], [3.99, 0.86, 3.42], [3.22, -0.26, 4.56], [2.55, 1.36, 4.38], [0.20, -0.90, 2.83], [0.86, -0.66, 4.46], [1.48, -1.95, 3.44], [-0.14, 3.59, 1.70], [1.33, 3.00, 3.15], [-0.50, 2.02, 3.65], [0.60, 4.19, 1.16], [-0.76, 4.27, 2.31], [-0.82, 3.12, 0.98], [-1.19, 1.28, 3.23], [-1.10, 2.86, 4.02], [0.00, 1.58, 4.53], [-1.75, 1.05, 0.42], [0.30, 1.05, -0.90], [-0.93, -1.33, -1.76], [-0.17, -3.04, -1.97], [-2.78, -1.66, -1.84], [-0.43, -0.54, -3.36], [0.21, -3.67, -0.63], [0.76, -2.82, -2.53], [-1.03, -4.05, -2.71], [-1.84, -4.45, -2.08], [-0.39, -4.90, -2.97], [-1.47, -3.67, -3.63], [1.08, -3.18, -0.21], [0.42, -4.75, -0.71], [-0.64, -3.56, 0.04], [0.67, -0.63, -3.28], [-0.77, 0.95, -3.45], [-0.88, -1.30, -4.62], [-0.33, -2.23, -4.77], [-0.68, -0.67, -5.50], [-1.96, -1.51, -4.62], [-1.10, 1.39, -2.49], [-1.56, 1.14, -4.19], [0.12, 1.51, -3.76], [-3.23, -2.33, -0.54], [-2.90, -2.37, -2.66], [-3.61, -0.41, -2.13], [-3.04, -3.41, -0.50], [-4.30, -2.18, -0.35], [-2.67, -1.89, 0.29], [-3.37, 0.41, -1.43], [-4.67, -0.66, -2.00], [-3.47, -0.05, -3.16], [-0.45, -5.71, 3.27], [0.63, -4.95, 2.77], [0.39, -3.67, 2.25], [-0.93, -3.14, 2.26], [-2.00, -4.00, 2.59], [-1.78, -5.24, 3.17], [-1.32, -1.83, 1.90], [-2.27, -1.29, 2.75], [-3.55, -0.82, 2.37], [-4.52, -0.51, 3.32], [-4.21, -0.63, 4.70], [-2.93, -1.04, 5.12], [-1.98, -1.34, 4.15], [-0.26, -6.69, 3.71], [1.66, -5.34, 2.81], [1.20, -3.09, 1.84], [-3.01, -3.60, 2.54], [-2.64, -5.78, 3.58], [-3.77, -0.72, 1.32], [-5.53, -0.20, 2.99], [-4.98, -0.41, 5.44], [-2.65, -1.19, 6.18], [-1.02, -1.75, 4.43]],
  "homo_energy_ev": [-3.35, -3.35],
  "e_above_lowest_ev": 0.000,
  "s2": 6.015,
  "total_charge": -1,
  "spin_multiplicity": 5,
  "lumo_energy_ha": [0.103, 0.089],
  "orbital_gap_ha": [0.22567, 0.21199]
}

2.
{
  "formula": "C29H41N8O6P2Pd",
  "method": "wB97M-V/def2-TZVPD",
  "elements": ["Pd", "C", "O", "C", "C", "C", "C", "C", "C", "N", "N", "C", "C", "C", "C", "O", "C", "N", "C", "C", "C", "C", "H", "H", "H", "H", "H", "H", "H", "H", "H", "H", "H", "H", "C", "N", "C", "P", "O", "O", "P", "O", "N", "C", "C", "N", "C", "C", "N", "C", "C", "H", "H", "H", "H", "H", "H", "H", "H", "H", "H", "H", "H", "H", "H", "H", "H", "H", "H", "H", "H", "H", "H", "H", "H", "O", "N", "C", "C", "C", "C", "C", "H", "H", "H", "H", "H"],
  "positions_angstrom": [[1.22, 1.21, -1.79], [-0.67, -4.53, 5.10], [0.28, -4.43, 4.07], [1.24, -3.46, 4.18], [2.17, -3.41, 3.15], [3.16, -2.46, 3.14], [3.25, -1.53, 4.19], [2.32, -1.61, 5.24], [1.32, -2.56, 5.24], [4.14, -0.46, 4.25], [4.96, -0.35, 3.20], [4.60, 0.27, 2.09], [5.49, 0.19, 0.99], [5.14, 0.56, -0.28], [3.85, 1.04, -0.60], [3.47, 1.31, -1.79], [2.95, 1.22, 0.54], [1.71, 1.71, 0.24], [0.89, 2.05, 1.21], [1.24, 1.93, 2.56], [2.45, 1.35, 2.88], [3.33, 0.94, 1.86], [-1.34, -5.35, 4.83], [-1.26, -3.61, 5.20], [-0.20, -4.76, 6.06], [2.10, -4.13, 2.35], [3.87, -2.42, 2.33], [2.40, -0.89, 6.04], [0.61, -2.58, 6.06], [6.46, -0.25, 1.19], [5.84, 0.45, -1.10], [-0.07, 2.43, 0.89], [0.57, 2.27, 3.33], [2.74, 1.22, 3.91], [-4.93, 2.70, -0.98], [-3.55, 2.93, -0.64], [-3.35, 3.53, 0.66], [-2.34, 1.98, -1.22], [-1.01, 2.60, -1.13], [-2.46, 0.65, -0.26], [-1.51, -0.64, -0.21], [-0.44, -0.70, -1.22], [-2.60, -1.86, -0.45], [-3.70, -2.03, 0.47], [-2.15, -3.10, -1.05], [-0.91, -0.56, 1.33], [0.22, -1.43, 1.66], [-1.68, -0.16, 2.49], [-2.75, 1.49, -2.73], [-1.81, 1.80, -3.80], [-3.49, 0.26, -2.97], [-5.47, 3.65, -0.95], [-5.42, 2.01, -0.27], [-5.02, 2.30, -1.98], [-3.84, 4.51, 0.68], [-2.29, 3.68, 0.85], [-3.78, 2.92, 1.46], [-4.03, -1.06, 0.85], [-3.43, -2.66, 1.32], [-4.55, -2.49, -0.04], [-1.31, -2.90, -1.71], [-2.96, -3.53, -1.64], [-1.85, -3.83, -0.29], [0.84, -1.57, 0.77], [-0.11, -2.40, 2.04], [0.82, -0.94, 2.42], [-2.46, 0.55, 2.21], [-1.01, 0.33, 3.20], [-2.14, -1.02, 3.00], [-1.40, 2.80, -3.67], [-2.36, 1.76, -4.74], [-0.99, 1.08, -3.83], [-4.20, 0.06, -2.17], [-2.82, -0.60, -3.05], [-4.04, 0.37, -3.91], [1.11, 0.24, -3.76], [1.48, 0.90, -4.82], [0.91, 0.55, -6.00], [1.26, 1.19, -7.17], [2.21, 2.20, -7.14], [2.79, 2.53, -5.92], [2.42, 1.87, -4.77], [0.19, -0.24, -5.90], [0.78, 0.89, -8.08], [2.49, 2.72, -8.04], [3.55, 3.30, -5.85], [2.87, 2.03, -3.79]],
  "homo_energy_ev": [-5.47, -7.01],
  "e_above_lowest_ev": 0.147,
  "s2": 3.835,
  "spin_multiplicity": 4,
  "lumo_energy_ha": [0.009, 0.007],
  "orbital_gap_ha": [0.21054, 0.26472]
}

3.
{
  "formula": "H26NO16",
  "method": "wB97M-V/def2-TZVPD",
  "elements": ["N", "O", "O", "O", "O", "H", "H", "O", "H", "H", "O", "H", "H", "O", "H", "H", "O", "H", "H", "O", "H", "H", "O", "H", "H", "O", "H", "H", "O", "H", "H", "O", "H", "H", "O", "H", "H", "O", "H", "H", "O", "H", "H"],
  "positions_angstrom": [[18.37, 11.13, -6.84], [19.49, 10.73, -7.09], [17.44, 10.55, -7.49], [18.27, 12.32, -6.50], [20.25, 8.08, -6.73], [20.79, 8.05, -5.94], [20.10, 8.98, -6.97], [20.58, 12.57, -4.92], [19.91, 12.82, -4.23], [20.03, 12.60, -5.75], [22.64, 11.04, -6.36], [22.27, 11.15, -7.25], [21.99, 11.50, -5.86], [22.11, 10.80, -8.98], [21.96, 11.48, -9.69], [21.48, 10.09, -9.12], [18.06, 14.07, -8.86], [18.56, 14.86, -9.04], [17.19, 14.40, -8.66], [15.83, 13.56, -6.54], [16.46, 12.89, -6.71], [15.94, 13.81, -5.63], [20.67, 13.18, -8.23], [20.99, 12.23, -8.26], [19.74, 13.27, -8.33], [17.43, 9.52, -9.96], [17.86, 10.34, -10.20], [17.24, 9.65, -9.03], [18.57, 15.15, -6.30], [17.80, 15.67, -6.08], [18.38, 14.23, -6.38], [14.99, 11.10, -8.65], [15.78, 11.02, -8.12], [15.30, 11.48, -9.45], [17.18, 9.06, -5.15], [17.04, 8.61, -5.95], [16.92, 8.41, -4.47], [15.27, 10.91, -5.63], [15.38, 11.20, -4.71], [16.07, 10.39, -5.72], [19.54, 10.16, -4.14], [19.82, 10.96, -4.60], [18.69, 9.93, -4.56]],
  "homo_energy_ev": -7.36,
  "e_above_lowest_ev": 1.555,
  "total_charge": -1,
  "lumo_energy_ha": 0.095,
  "orbital_gap_ha": 0.36560
}

4.
{
  "formula": "C5H14NO",
  "method": "wB97M-V/def2-TZVPD",
  "elements": ["C", "C", "C", "C", "C", "N", "H", "H", "H", "H", "H", "H", "H", "H", "H", "H", "H", "H", "H", "H", "O"],
  "positions_angstrom": [[-1.74, -0.60, -1.48], [-0.69, 0.01, -0.57], [0.15, -1.22, -0.03], [1.61, -0.91, -0.30], [2.70, -1.34, 0.26], [-1.34, 0.97, 0.40], [-2.62, -1.04, -0.89], [-2.27, 0.27, -2.03], [-1.28, -1.30, -2.19], [0.15, 0.63, -1.08], [-0.10, -2.13, -0.50], [-0.03, -1.51, 0.98], [1.73, -0.23, -1.12], [3.66, -1.04, -0.20], [2.81, -2.18, 0.96], [-0.68, 1.55, 0.87], [-2.02, 0.49, 1.08], [-1.95, 1.53, -0.24], [0.73, 3.31, 1.54], [0.95, 2.17, 2.62], [0.21, 2.56, 1.94]],
  "homo_energy_ev": -13.37,
  "e_above_lowest_ev": 2.251,
  "total_charge": 1,
  "lumo_energy_ha": -0.121,
  "orbital_gap_ha": 0.37082
}

5.
{
  "formula": "C7H12",
  "method": "wB97M-V/def2-TZVPD",
  "elements": ["C", "C", "C", "C", "C", "H", "H", "H", "H", "H", "H", "H", "H", "C", "C", "H", "H", "H", "H"],
  "positions_angstrom": [[1.04, -1.65, 0.29], [0.42, -1.86, -0.88], [-0.65, -1.05, -1.49], [-1.60, -0.33, -0.87], [-1.81, -0.16, 0.60], [0.81, -0.80, 0.93], [1.83, -2.31, 0.62], [0.75, -2.70, -1.48], [-0.68, -1.08, -2.58], [-2.30, 0.20, -1.52], [-2.86, 0.04, 0.82], [-1.49, -1.04, 1.16], [-1.23, 0.70, 0.97], [1.14, 1.96, -0.43], [1.46, 2.06, 0.86], [1.24, 1.02, -0.97], [0.75, 2.80, -0.99], [1.85, 1.21, 1.41], [1.35, 2.99, 1.41]],
  "homo_energy_ev": -8.81,
  "e_above_lowest_ev": 2.000,
  "lumo_energy_ha": 0.040,
  "orbital_gap_ha": 0.36398
}

6.
{
  "formula": "C16H49N3O7",
  "method": "wB97M-V/def2-TZVPD",
  "elements": ["C", "O", "C", "C", "C", "N", "H", "H", "H", "H", "H", "H", "H", "H", "H", "H", "H", "C", "O", "C", "C", "C", "N", "H", "H", "H", "H", "H", "H", "H", "H", "H", "H", "H", "C", "O", "C", "C", "C", "N", "H", "H", "H", "H", "H", "H", "H", "H", "H", "H", "H", "C", "O", "H", "H", "H", "H", "C", "O", "H", "H", "H", "H", "C", "O", "H", "H", "H", "H", "C", "O", "H", "H", "H", "H"],
  "positions_angstrom": [[4.05, -0.26, -0.36], [3.62, -1.41, 0.34], [4.23, -2.58, -0.12], [3.86, -3.73, 0.80], [4.67, -3.65, 2.08], [4.16, -5.02, 0.14], [5.09, -0.03, -0.10], [3.42, 0.56, -0.04], [4.00, -0.40, -1.45], [3.89, -2.79, -1.15], [5.32, -2.47, -0.16], [2.79, -3.68, 0.97], [4.71, -2.61, 2.41], [5.68, -4.04, 1.95], [4.17, -4.21, 2.87], [5.16, -5.10, -0.01], [3.69, -5.09, -0.76], [-3.04, 1.07, -5.91], [-2.86, 0.09, -4.91], [-1.87, 0.42, -3.97], [-1.86, -0.58, -2.85], [-3.26, -0.83, -2.33], [-0.90, -0.11, -1.78], [-3.69, 1.89, -5.57], [-3.50, 0.61, -6.78], [-2.08, 1.51, -6.23], [-0.89, 0.40, -4.48], [-2.01, 1.44, -3.60], [-1.48, -1.53, -3.23], [-3.81, -1.31, -3.14], [-3.79, 0.09, -2.09], [-3.26, -1.49, -1.46], [-1.17, 0.84, -1.57], [-0.01, -0.08, -2.27], [-6.43, 1.21, -1.11], [-5.43, 0.81, -0.23], [-4.82, 1.87, 0.48], [-3.52, 1.36, 1.07], [-3.80, 0.51, 2.29], [-2.64, 2.47, 1.31], [-7.25, 1.73, -0.59], [-6.81, 0.34, -1.64], [-6.07, 1.90, -1.89], [-4.70, 2.79, -0.10], [-5.50, 2.14, 1.32], [-3.05, 0.77, 0.28], [-2.89, 0.05, 2.68], [-4.45, -0.33, 2.02], [-4.25, 1.10, 3.09], [-1.67, 2.27, 1.49], [-2.98, 3.32, 1.73], [-0.36, -3.21, 0.26], [-0.33, -2.85, -1.11], [-0.60, -4.27, 0.35], [0.63, -3.08, 0.72], [-1.07, -2.61, 0.82], [-0.77, -1.99, -1.19], [0.82, 0.47, 1.36], [1.84, 1.23, 2.03], [0.68, 0.80, 0.33], [1.04, -0.60, 1.33], [-0.06, 0.62, 1.97], [2.69, 0.80, 1.86], [0.95, 4.66, 1.55], [2.22, 4.05, 1.64], [0.35, 4.55, 2.46], [1.10, 5.73, 1.42], [0.35, 4.28, 0.72], [2.11, 3.10, 1.75], [5.03, 1.54, 3.88], [5.68, 0.34, 4.25], [4.98, 2.26, 4.70], [5.55, 2.06, 3.06], [4.02, 1.36, 3.52], [6.39, 0.53, 4.87]],
  "homo_energy_ev": -8.99,
  "e_above_lowest_ev": 1.774,
  "lumo_energy_ha": 0.021,
  "orbital_gap_ha": 0.35154
}

7.
{
  "formula": "C24H69N14O14",
  "method": "wB97M-V/def2-TZVPD",
  "elements": ["N", "H", "H", "H", "H", "C", "O", "O", "O", "C", "O", "C", "C", "N", "C", "C", "O", "C", "H", "H", "H", "H", "H", "H", "H", "H", "H", "H", "H", "H", "H", "H", "H", "C", "O", "C", "C", "N", "C", "C", "O", "C", "H", "H", "H", "H", "H", "H", "H", "H", "H", "H", "H", "H", "H", "H", "H", "C", "O", "C", "C", "N", "C", "C", "O", "C", "H", "H", "H", "H", "H", "H", "H", "H", "H", "H", "H", "H", "H", "H", "H", "C", "O", "N", "N", "H", "H", "H", "H", "C", "O", "N", "N", "H", "H", "H", "H", "C", "O", "N", "N", "H", "H", "H", "H", "C", "O", "N", "N", "H", "H", "H", "H", "C", "O", "N", "N", "H", "H", "H", "H"],
  "positions_angstrom": [[-0.87, 1.22, 0.67], [-1.68, 1.57, 0.10], [-0.07, 1.84, 0.52], [-0.64, 0.24, 0.44], [-1.21, 1.32, 1.66], [-2.78, 2.30, 3.23], [-2.23, 1.15, 3.01], [-2.98, 3.16, 2.26], [-3.22, 2.57, 4.39], [2.60, -0.65, 1.97], [1.88, -1.81, 2.33], [2.53, -2.64, 3.26], [3.66, -3.43, 2.64], [3.21, -4.08, 1.40], [4.30, -4.56, 0.54], [3.70, -5.55, -0.48], [4.68, -6.23, -1.23], [5.56, -5.38, -1.94], [2.83, 0.01, 2.81], [1.95, -0.09, 1.30], [3.46, -0.85, 1.32], [1.80, -3.33, 3.69], [2.97, -2.06, 4.08], [3.94, -4.26, 3.29], [4.57, -2.83, 2.48], [2.63, -3.44, 0.87], [5.01, -5.13, 1.13], [4.75, -3.71, 0.02], [2.96, -5.10, -1.16], [3.25, -6.34, 0.13], [4.94, -4.78, -2.60], [6.27, -5.98, -2.52], [6.27, -4.83, -1.31], [-1.14, -1.04, -1.74], [-0.44, -1.24, -0.52], [-0.86, -2.34, 0.28], [0.19, -2.78, 1.30], [-0.46, -3.82, 2.11], [0.44, -4.25, 3.22], [1.65, -5.06, 2.73], [1.14, -6.14, 1.95], [2.16, -6.88, 1.34], [-0.67, -0.15, -2.16], [-2.22, -0.98, -1.62], [-0.87, -1.91, -2.35], [-0.82, -3.16, -0.46], [-1.88, -2.24, 0.65], [0.45, -1.95, 1.97], [1.07, -3.17, 0.78], [-0.43, -4.67, 1.55], [-0.24, -4.78, 3.89], [0.74, -3.41, 3.86], [2.21, -5.39, 3.61], [2.40, -4.47, 2.18], [1.72, -7.76, 0.86], [2.91, -7.36, 1.98], [2.64, -6.32, 0.54], [-2.65, 5.29, -8.45], [-2.04, 4.76, -7.27], [-2.73, 5.13, -6.09], [-2.21, 4.37, -4.87], [-0.90, 4.85, -4.45], [-0.46, 4.20, -3.21], [-0.17, 2.72, -3.23], [0.77, 2.40, -4.26], [1.28, 1.09, -4.16], [-1.97, 5.00, -9.25], [-2.69, 6.38, -8.39], [-3.60, 4.78, -8.61], [-3.81, 4.98, -6.18], [-2.51, 6.18, -5.88], [-2.10, 3.34, -5.26], [-2.88, 4.34, -4.01], [-0.28, 4.55, -5.20], [-1.24, 4.36, -2.46], [0.39, 4.74, -2.79], [-1.06, 2.12, -3.46], [0.19, 2.35, -2.27], [0.49, 0.38, -4.42], [1.62, 0.91, -3.14], [2.00, 0.93, -4.97], [-0.45, 4.99, 0.37], [0.59, 5.32, -0.25], [-1.70, 5.24, -0.10], [-0.44, 4.35, 1.54], [-1.79, 6.00, -0.74], [-2.51, 4.87, 0.36], [-1.29, 4.04, 2.03], [0.43, 4.14, 2.00], [-3.83, 2.52, -1.26], [-2.72, 1.96, -1.26], [-4.31, 3.12, -0.16], [-4.65, 2.51, -2.35], [-3.74, 3.21, 0.69], [-5.19, 3.60, -0.23], [-5.50, 3.05, -2.38], [-4.39, 2.03, -3.18], [-4.45, -1.20, 4.34], [-5.09, -2.20, 4.71], [-4.79, 0.07, 4.64], [-3.36, -1.33, 3.52], [-5.67, 0.25, 5.07], [-4.06, 0.77, 4.52], [-2.95, -0.57, 3.00], [-3.09, -2.27, 3.28], [2.49, 2.49, -1.24], [1.55, 1.88, -0.69], [3.53, 1.80, -1.80], [2.51, 3.82, -1.36], [3.46, 0.80, -1.78], [4.22, 2.23, -2.39], [3.30, 4.23, -1.82], [1.88, 4.43, -0.81], [-0.29, -0.69, 5.50], [0.33, -1.53, 6.18], [-0.19, -0.55, 4.15], [-1.19, 0.16, 6.06], [-1.00, -0.15, 3.69], [0.39, -1.23, 3.68], [-1.43, -0.13, 7.00], [-1.78, 0.74, 5.48]],
  "homo_energy_ev": -4.56,
  "total_charge": -1,
  "lumo_energy_ha": 0.059,
  "orbital_gap_ha": 0.22682
}